Molecular formula: C41H44N4OPS4Ti
Method: DFT, ωB97M-V/def2-TZVPD

```
! wB97M-V def2-TZVPD RIJCOSX def2/J DEFGRID3
* xyz -1 3
N 0.44 0.61 -1.52
H -0.62 -6.52 -1.31
C -3.17 0.81 3.39
C -1.89 -2.67 0.33
H 0.57 -4.14 0.09
C 3.37 1.48 -2.57
C 0.77 4.68 -0.33
H -6.43 0.16 2.52
H -1.32 5.09 4.48
C -1.80 2.55 -2.00
H -2.71 2.60 -3.99
N -0.39 -0.50 2.63
C -4.77 0.34 1.19
H -5.38 0.15 0.32
H -1.51 -5.79 -2.69
C 3.82 -1.27 1.19
N -0.95 -1.81 0.82
H -2.75 3.25 -0.17
H -3.86 2.59 -1.35
H 2.61 1.15 -3.26
C -0.98 -5.57 -1.72
H -2.43 -4.57 3.08
S 2.95 -1.62 -1.38
S 5.78 -1.85 -0.46
H -1.27 -3.91 -4.39
H -3.20 4.22 -1.58
S 5.11 -0.84 2.33
C -0.01 0.23 -2.68
C -0.85 -1.78 -4.08
C 1.81 2.54 -0.79
C -5.39 0.44 2.43
S 2.21 -1.11 1.67
H 1.20 4.97 5.31
H -2.10 3.37 2.99
H 2.01 -4.04 -0.96
C 3.08 1.76 -1.08
H -0.72 -2.78 4.04
C -0.26 2.23 3.02
H -0.39 0.98 -3.34
C -0.20 -1.15 -2.99
C -2.06 -3.76 2.46
H 2.94 0.74 -0.59
Ti 0.79 -1.19 -0.36
C -4.56 0.75 3.52
C 0.29 -4.72 -2.02
H -0.91 2.52 -4.01
P -0.82 0.99 1.78
H -1.89 1.44 -1.97
H -4.96 0.84 4.53
C 0.74 4.24 4.72
H -1.77 4.05 -3.53
C -2.59 0.82 2.12
H 2.56 3.20 4.73
C -0.57 4.34 4.25
H -2.22 -2.48 -0.68
H 0.66 -5.92 -3.90
H 4.25 2.57 0.60
C -0.38 4.30 -0.94
H 1.67 -6.33 -2.53
C -0.84 -3.13 -3.79
C 0.59 2.05 -1.28
C 1.06 2.27 3.47
H 5.25 1.86 -0.71
H 3.72 2.49 -3.05
H -1.32 4.84 -1.09
O 7.47 -1.90 1.59
C 1.83 3.78 -0.22
C 1.57 3.23 4.29
C 6.34 -1.63 1.22
H 2.69 4.05 0.40
C -0.79 -1.73 2.16
C 1.12 -4.62 -0.73
C -1.79 2.96 -3.52
C 1.17 -5.50 -2.98
H 4.37 3.43 -0.92
C -2.44 -3.66 1.10
C 4.33 2.43 -0.49
H -3.28 -4.13 0.64
H -1.26 -1.28 -4.96
C -1.06 3.32 3.41
N 0.28 -2.15 -2.05
C -3.39 0.55 1.00
H -1.56 -5.09 -0.95
C 4.12 -1.60 -0.10
H 0.17 -0.52 3.48
H 1.97 -4.86 -3.37
C -0.48 2.93 -1.39
C -2.96 3.19 -1.22
C -1.15 -2.80 2.99
H 4.24 0.85 -2.75
H 1.35 -5.60 -0.31
H -2.91 0.55 0.07
C -0.06 -3.38 -2.63
H -2.53 0.92 4.25
H 0.86 5.73 -0.01
H 1.76 1.47 3.08
*
```

The LUMO energy (alpha / beta) comes out at 0.0820 / 0.0831 Ha. Its HOMO-LUMO gap (alpha / beta) is 4.55 / 5.85 eV. The expectation value of S² is 2.024.

---

Molecular formula: C3HFHgO2
Method: DFT, ωB97M-V/def2-TZVPD

```
! wB97M-V def2-TZVPD RIJCOSX def2/J DEFGRID3
* xyz 2 1
F 1.58 1.28 -1.20
O 0.53 -0.65 -0.72
C -0.49 -1.07 -0.01
O -0.88 -0.09 0.75
Hg -1.27 -2.99 -0.07
H -0.04 1.82 1.23
C 0.73 0.66 -0.45
C -0.17 1.05 0.46
*
```

The LUMO energy comes out at -0.4934 Ha. Its HOMO-LUMO gap is 6.58 eV.

---

Molecular formula: C4H8ClNOS
Method: DFT, ωB97M-V/def2-TZVPD

```
! wB97M-V def2-TZVPD RIJCOSX def2/J DEFGRID3
* xyz 0 1
C 2.39 1.00 -0.12
H 0.97 -1.13 -0.17
N 0.37 -0.30 -0.10
H -1.28 0.68 -0.34
H 2.53 0.60 0.93
H -2.91 -0.49 1.00
C -1.97 -0.89 1.23
Cl -0.96 -0.33 2.56
H -1.18 -0.68 -2.60
H 2.95 0.36 -0.84
C 0.98 0.93 -0.33
H 2.79 2.14 -0.25
S -1.76 -1.44 -1.52
H -2.24 -1.96 1.36
O 0.32 1.89 -0.56
C -0.99 -0.39 -0.24
*
```

The LUMO energy comes out at 0.0223 Ha. The energy relative to the best compared isomer or geometry (same formula, charge and spin) comes out at 159.7 kJ/mol. Its HOMO-LUMO gap is 9.99 eV. Its SMILES is CC(=O)N[C@@H](S)CCl.

---

Molecular formula: C34H56Ge2N2ScSe2Si2Te
Method: DFT, ωB97M-V/def2-TZVPD

```
! wB97M-V def2-TZVPD RIJCOSX def2/J DEFGRID3
* xyz 3 1
H -1.62 4.73 -0.86
H 2.84 3.76 1.75
C 2.52 2.51 -0.01
H 0.33 4.99 -1.57
H -2.76 -1.48 -4.30
H 1.73 1.78 2.47
H 0.43 2.06 -2.51
Si -4.71 -1.59 -2.70
H -2.31 -0.23 0.87
H 4.12 3.87 0.54
H -4.00 1.56 -0.49
H -4.98 0.77 -3.42
C -3.91 4.35 4.49
H -4.21 -0.81 2.28
H -0.91 0.95 6.25
C -1.21 -3.07 -1.71
H -0.87 6.01 2.75
H -6.31 0.27 -2.36
Ge 0.53 2.41 0.06
H -0.24 4.82 0.96
H -4.19 -2.19 -5.01
H -6.41 -3.36 -2.96
H -1.50 2.34 5.34
H -4.29 6.29 5.31
C -2.61 4.98 -1.23
Se 0.29 -2.88 1.98
C -3.05 3.23 -3.75
H -6.54 -2.62 -1.37
C -5.83 -2.96 -2.12
H 1.79 4.18 -2.13
Ge -1.00 1.45 2.43
C 2.81 -1.16 1.62
C 3.58 0.95 3.10
H 4.68 -2.09 2.09
H -3.21 -3.16 -3.95
C -0.69 -3.56 0.46
H 0.45 4.44 -3.23
H -2.04 -4.64 -2.88
C -3.65 5.70 4.67
C -1.16 -4.85 0.37
H -1.74 -0.97 2.39
H -3.29 2.54 3.54
H -4.75 3.88 4.99
C -2.56 6.29 4.03
C -3.60 -2.15 -4.09
C -2.18 -0.07 1.95
C 4.05 -1.22 2.21
H -3.61 0.18 3.60
H -6.27 -0.24 -4.05
H -5.63 3.85 -0.70
H -2.77 4.18 -4.22
H -1.00 2.93 -1.95
H -3.22 -1.95 -0.64
H -1.09 -5.53 1.21
H -3.18 5.40 -0.39
H -2.26 0.76 5.14
N -0.73 -2.65 -0.52
C -5.64 -0.06 -3.17
H -5.70 4.62 -2.29
C -0.28 0.94 4.18
C -1.30 1.27 5.29
C -3.08 3.59 3.67
C -0.33 3.75 1.17
C 0.07 2.83 -1.83
C 0.70 4.18 -2.20
H -2.50 5.78 -1.97
C -3.64 -1.10 -1.18
C -3.06 2.00 -0.84
Te -2.05 0.28 -1.67
C -1.73 5.54 3.22
H -4.28 -0.55 -0.48
C 4.45 -0.13 2.99
H -3.90 2.84 -4.32
C -3.61 0.07 2.52
H 5.41 -0.12 3.47
H -2.35 7.34 4.19
H 3.04 1.63 0.36
H -2.06 -6.25 -0.98
Sc 0.01 -0.58 0.37
H -1.21 -2.35 -2.52
H 3.85 1.82 3.67
N 1.95 -0.13 1.70
H -4.11 0.94 2.09
C -1.99 4.18 3.02
H -2.21 2.54 -3.91
Se 2.14 -2.59 0.55
C 3.04 3.77 0.68
H -5.91 2.88 -2.16
C -1.68 -5.25 -0.85
H -0.05 -0.13 4.17
H 0.65 1.47 4.40
C -5.36 3.73 -1.75
C -1.68 -4.35 -1.91
H 2.73 2.54 -1.08
H 2.58 4.67 0.27
Si -3.52 3.52 -1.96
C -1.16 3.35 2.14
C 2.37 0.91 2.44
H -5.27 -3.80 -1.69
H -2.49 2.31 0.03
*
```

The LUMO energy comes out at -0.3539 Ha. The energy relative to the best compared isomer or geometry (same formula, charge and spin) comes out at 71.5 kJ/mol. Its HOMO-LUMO gap is 5.77 eV.

---

Molecular formula: C3H5N5
Method: DFT, ωB97M-V/def2-TZVPD

```
! wB97M-V def2-TZVPD RIJCOSX def2/J DEFGRID3
* xyz 0 1
C 1.29 0.41 -0.12
H -0.39 2.99 -0.37
N -1.19 -0.41 -0.06
N -0.68 -2.64 0.27
N 0.44 2.59 0.08
C -0.22 -1.55 0.13
N -1.08 0.81 -0.06
H 0.30 2.63 1.25
H 2.03 -1.67 -0.33
H -0.23 -3.53 -0.05
C 1.09 -0.89 -0.22
N 0.10 1.18 -0.08
H 2.20 1.06 -0.36
*
```

The LUMO energy comes out at 0.0240 Ha. The energy relative to the best compared isomer or geometry (same formula, charge and spin) comes out at 596.8 kJ/mol. Its HOMO-LUMO gap is 9.04 eV. Its SMILES is [H]/N=c1\ccn(N)nn1.

---

Molecular formula: C3H4N3OS
Method: DFT, ωB97M-V/def2-TZVPD

```
! wB97M-V def2-TZVPD RIJCOSX def2/J DEFGRID3
* xyz 1 1
N -0.53 -2.27 -0.07
H -0.89 -3.22 -0.02
H 0.48 -2.20 -0.15
C 1.04 0.66 0.08
H 0.82 2.76 0.00
N 2.04 0.05 0.07
C -1.31 -1.26 -0.03
C 0.25 1.82 0.03
N -1.02 1.80 0.01
S -2.25 -0.07 0.05
H -1.53 2.67 -0.03
O 2.89 -0.74 0.07
*
```

The LUMO energy comes out at -0.1708 Ha. The energy relative to the best compared isomer or geometry (same formula, charge and spin) comes out at 482.0 kJ/mol. Its HOMO-LUMO gap is 9.40 eV.